(P)
The following is a quantum chemistry calculation of a structure of composition C53H41BrFN7O4PbS3, from OMol25.

For the LUMO energy, the calculation gives -0.547 eV. The gap between HOMO and LUMO is 6.143 eV.

Structure (ORCA input):
```
! RIJCOSX wB97M-V def2-TZVPD def2/J DEFGRID3
* xyz 0 1
Pb -0.0572 0.0599 -0.2625
Br 0.7420 3.7705 -6.8152
C 0.0779 2.6712 -5.4038
C -0.0525 1.2951 -5.6162
C -0.5126 0.5001 -4.6018
C -0.8074 1.0023 -3.2955
O -1.2084 0.1912 -2.3889
C -0.6485 2.4231 -3.1155
C -0.8888 3.0920 -1.8635
N -0.8936 2.5299 -0.7179
C -1.1702 3.1935 0.4665
C -0.4443 4.2694 0.9225
C -0.7057 4.8385 2.1830
C -1.7192 4.3730 2.9709
C -2.5299 3.3072 2.5192
C -3.6584 2.8411 3.2276
C -4.4010 1.8156 2.7143
C -3.9763 1.2156 1.5118
N -2.9365 1.6169 0.8284
C -2.2314 2.6776 1.2840
C -0.2382 3.2239 -4.1942
H 0.2131 0.8712 -6.5761
H -0.6298 -0.5678 -4.7440
H -1.0850 4.1716 -1.9303
H 0.3531 4.6678 0.3069
H -0.0939 5.6629 2.5278
H -1.9214 4.8219 3.9364
H -3.9293 3.3092 4.1672
H -5.3025 1.4701 3.2033
H -4.5149 0.3630 1.1059
H -0.1222 4.2911 -4.0444
C 3.2015 3.4439 6.2109
C 3.3528 1.9281 6.3536
C 3.1374 1.4299 7.7778
C 1.6999 1.6782 8.2203
C 0.7262 1.1499 7.1989
C -0.5643 0.8259 7.5605
C -1.4499 0.3343 6.6101
F -2.7067 0.0252 7.0003
C -1.0832 0.1511 5.3071
C 0.2162 0.4769 4.9119
C 0.5847 0.2867 3.4909
O -0.2955 -0.0524 2.6965
C 1.9781 0.5193 3.1934
C 2.7824 1.0012 4.1802
N 2.4116 1.2582 5.4522
C 1.1220 0.9737 5.8578
C 2.7148 0.1965 1.8777
O 3.9108 0.5492 1.8513
O 2.1203 -0.4558 0.9766
H 3.8453 3.9650 6.9207
H 2.1682 3.7491 6.3793
H 3.4821 3.7447 5.2012
H 4.3565 1.6480 6.0309
H 3.8388 1.9339 8.4431
H 3.3546 0.3597 7.8097
H 1.5402 2.7514 8.3593
H 1.5153 1.2028 9.1841
H -0.8918 0.9337 8.5871
H -1.7687 -0.2421 4.5697
H 3.8178 1.2005 3.9348
S -4.9906 -4.7370 2.9773
C -5.8650 -3.8867 4.1794
C -5.3876 -2.6263 4.3535
C -4.2928 -2.3385 3.5018
C -3.9464 -3.3819 2.6877
C -2.8897 -3.4350 1.6819
C -2.2409 -2.2496 1.2753
N -1.3128 -2.2126 0.3553
C -0.9199 -3.3479 -0.2502
C -1.4751 -4.5932 0.1020
C -1.0234 -5.7795 -0.5591
C -0.0813 -5.7186 -1.5246
C 0.5090 -4.4707 -1.9042
C 1.5253 -4.3798 -2.8662
C 2.0655 -3.1530 -3.1944
C 1.5337 -2.0230 -2.5385
N 0.6134 -2.0868 -1.6107
C 0.0904 -3.2823 -1.2742
C 3.1819 -2.9856 -4.1190
C 3.7015 -1.8184 -4.6103
C 4.8363 -2.0160 -5.4347
C 5.1734 -3.3271 -5.5561
S 4.1142 -4.3418 -4.6720
C -2.4734 -4.6096 1.0864
H -6.6714 -4.3797 4.6975
H -5.7976 -1.9119 5.0523
H -3.7612 -1.3974 3.5317
H -2.4865 -1.2953 1.7263
H -1.4600 -6.7277 -0.2699
H 0.2520 -6.6172 -2.0295
H 1.8832 -5.2837 -3.3464
H 1.8789 -1.0226 -2.7793
H 3.2760 -0.8437 -4.4079
H 5.3770 -1.2144 -5.9161
H 5.9885 -3.7567 -6.1155
H -2.9142 -5.5569 1.3755
C 5.2751 2.8824 0.0176
N 4.1148 2.5707 -0.8074
C 3.6253 1.3863 -1.1871
S 2.0468 1.4011 -1.8794
N 4.3270 0.2611 -1.2276
C 5.6763 -0.0093 -0.7683
H 5.0993 3.8504 0.4823
H 6.1890 2.9546 -0.5756
H 5.3787 2.1339 0.7998
H 3.4411 3.3057 -0.9280
H 3.7423 -0.5489 -1.3451
H 6.3056 0.8661 -0.8963
H 6.0799 -0.8209 -1.3727
H 5.6702 -0.2996 0.2833
*
```

(Q)
The following is a quantum chemistry calculation of a structure of composition C53H41BrFN7O4PbS3, from OMol25.

For the LUMO energy, the calculation gives -0.366 eV. The gap between HOMO and LUMO is 6.251 eV.

Structure (ORCA input):
```
! RIJCOSX wB97M-V def2-TZVPD def2/J DEFGRID3
* xyz 0 1
Pb -0.0861 -0.1701 0.2789
Br 2.4254 4.5768 5.4577
C 1.7974 2.9936 4.6091
C 0.6192 2.3867 5.0623
C 0.1654 1.2473 4.4539
C 0.7960 0.6688 3.3122
O 0.2816 -0.3759 2.7580
C 2.0190 1.3038 2.8973
C 2.8254 0.8227 1.8077
N 2.4083 0.0433 0.8809
C 3.2523 -0.4597 -0.1137
C 4.2542 0.2727 -0.7030
C 5.0278 -0.2585 -1.7559
C 4.8342 -1.5362 -2.1915
C 3.8271 -2.3349 -1.5969
C 3.6067 -3.6851 -1.9515
C 2.6063 -4.3874 -1.3476
C 1.7628 -3.7147 -0.4370
N 1.9415 -2.4699 -0.0736
C 2.9963 -1.7855 -0.5929
C 2.4932 2.4451 3.5732
H 0.0701 2.8294 5.8828
H -0.7562 0.7847 4.7891
H 3.8838 1.1134 1.8288
H 4.4345 1.2873 -0.3652
H 5.7824 0.3640 -2.2208
H 5.4325 -1.9501 -2.9951
H 4.2447 -4.1465 -2.6969
H 2.4376 -5.4334 -1.5692
H 0.8955 -4.2191 -0.0177
H 3.4094 2.9158 3.2306
C -6.2188 4.3114 3.2339
C -5.9018 4.6774 1.7859
C -7.1455 4.8736 0.9304
C -7.8988 3.5591 0.7570
C -6.9717 2.4890 0.2332
C -7.4590 1.4121 -0.4748
C -6.5893 0.4405 -0.9574
F -7.1087 -0.5916 -1.6479
C -5.2414 0.5155 -0.7576
C -4.7232 1.5955 -0.0327
C -3.2601 1.6406 0.2081
O -2.5545 0.7545 -0.2851
C -2.8137 2.7387 1.0232
C -3.7191 3.6691 1.4313
N -5.0432 3.6437 1.1767
C -5.5831 2.5820 0.4614
C -1.3813 2.9540 1.5003
O -1.1524 4.0189 2.0938
O -0.5430 2.0354 1.2580
H -6.8594 5.0721 3.6860
H -5.2993 4.2441 3.8172
H -6.7260 3.3462 3.2914
H -5.3226 5.5993 1.7762
H -6.8424 5.2463 -0.0513
H -7.7830 5.6256 1.3955
H -8.7339 3.6881 0.0674
H -8.3247 3.2419 1.7135
H -8.5227 1.3162 -0.6638
H -4.5562 -0.2270 -1.1521
H -3.3462 4.5040 2.0137
S -0.5752 -5.0040 -3.5175
C -0.5629 -6.1906 -4.7454
C -0.3240 -5.6467 -5.9678
C -0.1488 -4.2377 -5.9063
C -0.2529 -3.7324 -4.6416
C -0.1145 -2.3310 -4.2101
C 0.0821 -1.9922 -2.8537
N 0.2388 -0.7625 -2.4184
C 0.1946 0.2617 -3.2963
C -0.0379 0.0382 -4.6622
C -0.1572 1.1516 -5.5605
C -0.0636 2.4144 -5.1037
C 0.1920 2.6813 -3.7151
C 0.2557 3.9900 -3.2134
C 0.5266 4.2174 -1.8838
C 0.7824 3.0818 -1.0873
N 0.6785 1.8428 -1.5138
C 0.3620 1.6195 -2.8121
C 0.5403 5.5565 -1.2777
C 0.4881 5.8810 0.0474
C 0.4710 7.2854 0.2753
C 0.5095 8.0047 -0.8758
S 0.5650 6.9899 -2.2526
C -0.1794 -1.2857 -5.1006
H -0.7381 -7.2264 -4.4945
H -0.2683 -6.2250 -6.8797
H 0.0543 -3.6241 -6.7747
H 0.0941 -2.7730 -2.0950
H -0.3387 0.9507 -6.6105
H -0.1754 3.2584 -5.7754
H 0.0748 4.8195 -3.8891
H 1.0741 3.2025 -0.0487
H 0.4050 5.1493 0.8456
H 0.4315 7.7299 1.2607
H 0.5015 9.0767 -1.0036
H -0.3668 -1.4675 -6.1535
C -2.1293 -1.9818 4.3301
N -1.8591 -2.2818 2.9346
C -2.5882 -2.0174 1.8486
S -2.0170 -2.5305 0.3173
N -3.7774 -1.3831 1.8889
C -4.2821 -0.4025 2.8502
H -1.3982 -2.5216 4.9268
H -3.1190 -2.3342 4.6140
H -2.0239 -0.9192 4.5555
H -0.8953 -2.4719 2.7134
H -4.1422 -1.2662 0.9572
H -4.0207 -0.6532 3.8673
H -5.3676 -0.3825 2.7744
H -3.8965 0.5976 2.6327
*
```

Q: Which of them is the least stable? A: (P).

(P)
The following is a quantum chemistry calculation of a cluster of 3 separate species, C4H6F2O2 in total, from OMol25.

For the LUMO energy, the calculation gives 0.927 eV. The gap between HOMO and LUMO is 10.699 eV.

Structure (ORCA input):
```
! RIJCOSX wB97M-V def2-TZVPD def2/J DEFGRID3
* xyz 0 1
C -2.8427 -0.8365 0.8846
C -2.0720 -0.0493 -0.0249
C 2.6337 0.5595 -0.5145
C 1.2758 0.2015 -0.1556
O -2.2844 -1.2298 -0.4063
O -1.5910 0.9178 -0.3889
F 0.5981 -0.6685 -0.8282
F 1.4194 -0.1208 1.1595
H -2.2716 -1.1798 1.7284
H -3.9632 -0.9329 0.8942
H 3.2087 1.4528 -0.5099
H 2.3227 0.6479 -1.6477
H 3.1025 -0.3237 -0.1878
H 0.4640 1.5619 -0.0028
*
```

(Q)
The following is a quantum chemistry calculation of an isolated molecule of C4H6F2O2, from OMol25.

For the LUMO energy, the calculation gives 0.866 eV. The SMILES is COC(=O)C(C)(F)F. The gap between HOMO and LUMO is 11.331 eV.

Structure (ORCA input):
```
! RIJCOSX wB97M-V def2-TZVPD def2/J DEFGRID3
* xyz 0 1
C -2.4630 -1.1052 -0.1779
O -1.0287 -0.9667 -0.0831
C -0.3633 0.1775 -0.1830
O -0.8197 1.2462 -0.4890
C 1.2875 -0.0329 0.0872
C 2.0275 1.2303 0.3726
F 1.4120 -0.9896 0.9518
F 1.7202 -0.5819 -1.1339
H -2.8296 -1.1712 0.8745
H -2.6281 -2.1032 -0.5324
H -2.9771 -0.4209 -0.8305
H 2.9771 1.0377 -0.0177
H 1.6178 2.0555 -0.1957
H 2.0674 1.6242 1.3571
*
```

Q: Which of them is the least stable? A: (P).

(P)
The following is a quantum chemistry calculation of a cluster of 5 separate species, C24H40ClN6O7P in total, from OMol25.

For the LUMO energy, the calculation gives -0.621 eV. The SMILES is CC(=O)OCCc1cnc2cc(P(O)Cl)ccc2n1.CNC(C)=O.CNC(C)=O.CNC(C)=O.CNC(C)=O. The gap between HOMO and LUMO is 8.210 eV.

Structure (ORCA input):
```
! RIJCOSX wB97M-V def2-TZVPD def2/J DEFGRID3
* xyz 0 1
C -5.4726 1.8418 1.7435
C -4.2996 2.7846 2.2366
O -3.2312 2.2641 2.4512
O -4.6171 4.1236 2.4285
C -3.5237 5.0050 2.1326
C -3.5493 5.5432 0.6264
C -2.7195 4.6234 -0.3435
C -1.3929 5.1057 -0.8309
N -0.5612 4.3995 -1.6404
C -1.1134 3.1666 -1.9657
C -0.3163 2.2483 -2.8554
C -0.7648 0.9382 -3.2818
P 0.2950 -0.1687 -4.3855
O 1.5743 -0.7032 -3.4315
Cl 0.9800 1.1605 -5.9075
C -2.1749 0.4568 -2.8278
C -2.9305 1.3534 -1.9743
C -2.4437 2.7046 -1.5139
N -3.2844 3.4303 -0.6789
H -6.1937 2.3619 1.0633
H -6.0493 1.5490 2.6749
H -5.0636 0.8868 1.3091
H -3.6901 5.9311 2.7647
H -2.5113 4.6211 2.4201
H -4.6321 5.6210 0.3252
H -3.0982 6.5809 0.5910
H -1.0554 6.1275 -0.5063
H 0.6914 2.5933 -3.2148
H 1.6527 -0.1875 -2.5958
H -2.6113 -0.5351 -3.1154
H -3.9538 1.0283 -1.6384
C 0.7262 -1.7897 2.1292
N 1.0799 -0.5714 1.4306
C 0.7078 -0.1849 0.1857
C -0.1799 -1.1068 -0.6009
O 1.0964 0.8896 -0.2687
H 0.2115 -1.5180 3.0532
H 1.6455 -2.3251 2.3758
H 0.0829 -2.4322 1.5337
H 1.6755 0.0966 1.8978
H -0.3996 -0.6640 -1.5687
H 0.3212 -2.0663 -0.7567
H -1.1250 -1.2569 -0.0747
C 5.8068 1.9670 -2.4410
N 6.0884 2.2477 -1.0481
C 5.2421 2.1619 0.0167
C 3.8249 1.7230 -0.2449
O 5.6427 2.4372 1.1386
H 6.4801 1.1760 -2.7783
H 6.0003 2.8705 -3.0228
H 4.7776 1.6536 -2.5950
H 7.0186 2.5474 -0.7966
H 3.2748 1.7026 0.6909
H 3.3323 2.4251 -0.9192
H 3.8164 0.7188 -0.6731
C 4.7529 -5.4360 -3.0360
N 3.5331 -5.3370 -2.2613
C 2.8229 -4.2190 -1.9480
C 3.3350 -2.8950 -2.4502
O 1.8033 -4.3097 -1.2780
H 4.5660 -6.0825 -3.8957
H 5.5245 -5.8899 -2.4109
H 5.0963 -4.4654 -3.3835
H 3.1290 -6.1843 -1.8906
H 2.6678 -2.1062 -2.1222
H 4.3300 -2.6992 -2.0441
H 3.3637 -2.8925 -3.5408
C -2.2310 -4.3047 5.6904
N -2.0254 -3.9885 4.2917
C -2.9245 -3.4902 3.3991
C -4.3240 -3.2187 3.8871
O -2.5860 -3.2777 2.2447
H -1.5363 -3.7093 6.2861
H -2.0124 -5.3635 5.8421
H -3.2485 -4.0979 6.0110
H -1.1113 -4.1447 3.8931
H -4.9207 -2.8265 3.0659
H -4.7852 -4.1429 4.2402
H -4.3057 -2.4766 4.6874
*
```

(Q)
The following is a quantum chemistry calculation of a cluster of 5 separate species, C24H40ClN6O7P in total, from OMol25.

For the LUMO energy, the calculation gives -0.980 eV. The SMILES is CC(=O)OCCc1cnc2cc(P(O)Cl)ccc2n1.CNC(C)=O.CNC(C)=O.CNC(C)=O.CNC(C)=O. The gap between HOMO and LUMO is 7.641 eV.

Structure (ORCA input):
```
! RIJCOSX wB97M-V def2-TZVPD def2/J DEFGRID3
* xyz 0 1
C -1.9651 -5.8006 0.9796
C -3.0628 -4.9042 0.1864
O -3.0739 -3.6791 0.4573
O -3.9393 -5.5886 -0.6973
C -4.3073 -4.7918 -1.8485
C -3.3379 -5.0443 -3.1383
C -2.0963 -4.0114 -3.1757
C -2.1211 -2.8521 -4.2138
N -1.1167 -1.8485 -4.3365
C -0.0696 -2.0622 -3.3734
C 1.1363 -1.0377 -3.3534
C 2.3402 -1.1268 -2.3908
P 3.7466 0.1566 -2.4141
O 3.0929 1.6026 -1.7719
Cl 4.1982 0.3744 -4.5026
C 2.4007 -2.3530 -1.3687
C 1.2150 -3.3514 -1.3971
C -0.0272 -3.2409 -2.3667
N -1.0469 -4.2474 -2.2385
H -1.5912 -6.6891 0.3694
H -2.5174 -6.2336 1.9016
H -1.1112 -5.1433 1.3930
H -5.3428 -5.1870 -2.1908
H -4.4558 -3.6786 -1.6439
H -2.9993 -6.1430 -3.0887
H -3.9470 -4.8985 -4.1133
H -3.0159 -2.7995 -4.9377
H 1.1249 -0.1623 -4.1029
H 2.1006 1.5761 -1.7254
H 3.2597 -2.5108 -0.6209
H 1.2433 -4.2455 -0.6673
C -0.7958 1.3311 2.4191
N -0.9322 1.2909 0.9801
C -0.0715 0.7623 0.0701
C 1.1932 0.1313 0.5805
O -0.3393 0.8109 -1.1283
H -1.6486 0.8077 2.8570
H -0.8153 2.3764 2.7351
H 0.1278 0.8667 2.7599
H -1.7583 1.6969 0.5624
H 1.7757 -0.2490 -0.2581
H 1.7924 0.8738 1.1146
H 0.9540 -0.7071 1.2387
C 0.2822 4.9199 -4.4126
N -1.0525 5.1753 -3.9174
C -1.7781 4.4376 -3.0299
C -1.1489 3.1908 -2.4690
O -2.9049 4.7984 -2.7142
H 0.9125 5.7742 -4.1557
H 0.2324 4.8262 -5.4996
H 0.7123 4.0133 -3.9909
H -1.5405 5.9958 -4.2492
H -1.8431 2.7124 -1.7804
H -0.9236 2.4896 -3.2749
H -0.2386 3.4449 -1.9214
C 5.0150 5.9752 1.3583
N 4.4665 4.8160 2.0270
C 3.6721 3.8398 1.5057
C 3.2919 3.9400 0.0536
O 3.2910 2.9181 2.2169
H 6.1037 5.9298 1.4315
H 4.6587 6.8692 1.8746
H 4.7247 6.0229 0.3106
H 4.6781 4.6797 3.0058
H 2.6611 3.0953 -0.2134
H 2.7311 4.8608 -0.1239
H 4.1873 3.9138 -0.5707
C -2.0030 -0.6015 7.1681
N -1.0467 -0.5675 6.0834
C -0.4760 -1.6175 5.4294
C -0.8607 -3.0081 5.8574
O 0.3222 -1.4118 4.5249
H -2.9036 -0.0736 6.8476
H -1.5687 -0.0809 8.0242
H -2.2631 -1.6180 7.4570
H -0.7394 0.3323 5.7405
H -0.3261 -3.7356 5.2463
H -0.5882 -3.1673 6.9030
H -1.9332 -3.1599 5.7175
*
```

Q: Which of them is the least stable? A: (Q).

(P)
The following is a quantum chemistry calculation of a structure of composition C5H10BrN3, from OMol25.

For the LUMO energy (spin up / spin down), the calculation gives -10.702 / -10.696 eV. The gap between HOMO and LUMO (spin up / spin down) is 6.177 / 6.185 eV.

Structure (ORCA input):
```
! RIJCOSX wB97M-V def2-TZVPD def2/J DEFGRID3
* xyz 2 1
C -0.6293 0.8834 0.6537
C -1.3673 0.6374 -1.4135
C -1.2477 2.1298 0.2129
C 1.7210 -0.0754 0.5013
C 1.3730 -1.4642 0.7554
N -0.8327 -0.0212 -0.3821
N -1.6080 1.9080 -1.0730
N 0.5513 -2.0361 -0.3838
Br -1.8255 3.4932 1.3219
H -0.5230 0.8033 1.6921
H -1.8285 0.0387 -2.2307
H 2.1888 0.5427 1.2752
H 1.7100 0.2745 -0.4253
H 2.3455 -1.8798 1.0286
H 0.8717 -1.4510 1.7775
H -2.0086 2.6102 -1.6832
H 0.2640 -2.9784 -0.0425
H 1.1177 -2.1462 -1.1786
H -0.2727 -1.2690 -0.4059
*
```

(Q)
The following is a quantum chemistry calculation of the ion C5H10BrN3 with charge +2, from OMol25.

For the LUMO energy, the calculation gives -8.835 eV. The gap between HOMO and LUMO is 8.670 eV.

Structure (ORCA input):
```
! RIJCOSX wB97M-V def2-TZVPD def2/J DEFGRID3
* xyz 2 1
C -2.1587 -0.9914 1.7250
C -0.3197 -1.1275 3.1374
C 0.0397 -0.1193 1.0382
C 0.8191 0.8529 0.1640
C 0.2484 0.9484 -1.2505
N -1.4254 -1.4141 2.7076
N 0.4979 -0.4707 2.2106
N 0.3511 -0.3375 -2.0524
Br -2.9642 -2.2908 0.5066
H -2.5035 0.0013 1.5441
H 0.0817 -1.3870 4.0689
H 1.8867 0.5213 0.0198
H 0.7240 1.8950 0.5489
H -0.8505 1.1035 -1.1527
H 0.6983 1.7514 -1.9188
H 1.3280 -0.0252 2.6716
H -0.1345 -0.2353 -2.9302
H 0.2177 -1.2476 -1.3987
H 1.3210 -0.5754 -2.4926
*
```

Q: Which of them is the least stable? A: (Q).